17
Properties=species:S:1:pos:R:3:nbo_charge:R:1 method="wB97M-V/def2-TZVPD" homo_ev="-11.08 / -12.47" lumo_ev="-4.6 / -4.0" total_charge=+1 relative_energy_kj_mol=437.4 energy_ha=-417.414743 orbital_gap_ev="6.472 / 8.449" multiplicity=1
C 1.3405 -0.2449 1.4372 0.41
C 0.3840 -1.3944 1.3077 -0.18
C 0.9248 1.0740 0.9079 0.01
C -0.4158 -0.6441 -0.6720 0.09
N 1.8491 1.9289 0.5442 -0.69
N -1.6758 -0.2488 -1.3376 -0.71
O 2.5186 -0.4939 1.7805 -0.52
O -0.7751 -1.0396 0.5936 -0.50
H 0.9340 -2.3485 0.8800 0.23
H 0.0491 -1.5529 2.3992 0.25
H -0.1555 1.2979 0.8834 0.22
H 0.3126 -1.1930 -1.2155 0.20
H 1.5133 2.7277 0.0055 0.42
H 2.8244 1.6953 0.6170 0.44
H -1.9516 0.6268 -1.0583 0.43
H -2.3869 -0.9596 -1.3389 0.44
H -1.6883 -0.1584 -2.4430 0.46

17
Properties=species:S:1:pos:R:3:nbo_charge:R:1 method="wB97M-V/def2-TZVPD" homo_ev=-2.53 lumo_ev=3.0 total_charge=-1 relative_energy_kj_mol=498.6 energy_ha=-740.634100 orbital_gap_ev=5.523 multiplicity=1
O 0.4107 -2.9429 -0.4513 -0.72
C 0.0990 -1.8797 -0.9965 0.28
C -0.4219 -0.7592 -0.3300 -0.05
C -0.7231 0.4894 -1.0508 -0.56
S 0.6317 1.7675 -1.1537 -0.62
N -0.4190 -0.8928 1.0501 -0.51
C 0.1955 0.0476 1.8781 0.08
N -0.3985 1.3281 2.1483 -0.87
H 0.4142 -1.7692 -2.0382 0.12
H 1.9122 0.4557 0.6062 0.12
H -1.5596 0.9932 -0.5959 0.20
H -0.8466 0.1421 -2.0812 0.22
H 0.0169 -1.8021 1.2019 0.41
H 1.2245 0.3904 1.1697 -0.02
H 0.5161 -0.4360 2.7928 0.17
H -1.3726 1.2589 1.8844 0.36
H -0.0479 1.9683 1.3795 0.40